Entry from OMol25: H10Li5O17S3 as an isolated structure (ωB97M-V/def2-TZVPD).

For the calculated total energy, the calculation gives -2517.6720 Ha. The frontier orbital gap comes out at 3.2 eV. Its net charge is -1. The largest force on an atom is 8.0 eV Å⁻¹.

Element x y z (Å)
Li: -0.27722 -0.35619 2.93605
Li: -0.83632 2.84673 -0.61324
Li: 1.61373 -1.73840 0.70948
Li: -3.10262 1.00944 0.81698
Li: 1.41662 1.76008 0.85368
S: -0.43256 -0.06243 -0.12798
O: 0.28549 -1.23059 -0.61054
O: 0.21960 0.18396 1.12113
O: -0.25588 1.07816 -1.01299
O: -1.81075 -0.32092 0.13611
S: 1.45203 4.66251 0.46458
O: 0.85142 3.38229 0.15572
O: 1.29455 5.60241 -0.66292
O: 0.89376 5.27720 1.63909
O: 2.81210 4.26095 0.76150
S: 0.87401 -2.63183 3.88211
O: -0.30469 -1.97801 4.41085
O: 0.64128 -4.09760 3.84480
O: 1.06807 -2.10801 2.52964
O: 2.01828 -2.32228 4.66918
O: -1.27319 -3.20281 0.28674
H: -1.90096 -2.81465 0.89623
H: -0.72056 -2.47081 0.01286
O: 1.98345 1.78832 -2.43232
H: 2.30240 0.93946 -2.73883
H: 1.19728 1.58112 -1.92711
O: 1.94745 -1.71404 -2.40315
H: 1.29565 -1.56205 -1.71885
H: 1.60975 -2.46314 -2.89413
O: -3.29373 -1.93306 -1.55429
H: -2.76591 -1.40658 -0.95390
H: -2.91713 -2.81125 -1.49791
O: -2.09425 0.70791 -3.26868
H: -2.58775 1.37035 -2.78509
H: -1.20340 0.77373 -2.92476